(1)
C11H12N2S | wB97M-V/def2-TZVPD

Last column: natural (NBO) charge in e.
Element x y z (Å)
C: -0.14 -0.28 1.70  -0.10
C: -0.54 -1.45 0.77  -0.42
C: -1.01 -0.96 -0.57  -0.02
C: -0.19 -1.00 -1.71  -0.21
C: -0.48 -0.37 -2.91  -0.20
C: -1.72 0.28 -3.06  -0.21
C: -2.58 0.32 -1.95  -0.21
C: -2.20 -0.24 -0.73  -0.21
C: 1.05 0.52 1.27  0.06
C: 2.34 2.26 0.92  -0.05
C: 3.22 1.27 0.64  -0.47
H: 0.84 -1.48 3.07  0.35
H: 0.45 -0.08 3.67  0.36
H: -1.03 0.34 1.73  0.22
H: 0.36 -2.11 0.58  0.21
H: -1.34 -1.98 1.30  0.24
H: 0.77 -1.55 -1.69  0.21
H: 0.23 -0.35 -3.68  0.21
H: -2.12 0.69 -4.00  0.22
H: -3.59 0.71 -1.94  0.21
H: -2.89 -0.08 0.13  0.21
H: 2.59 3.33 0.94  0.22
H: 4.26 1.49 0.38  0.25
N: 0.10 -0.82 3.05  -0.81
N: 1.09 1.82 1.32  -0.43
S: 2.53 -0.27 0.80  0.40

Output
- SMILES string: N[C@H](Cc1ccccc1)c1nccs1
- Electronic energy: -934.05277 Eh
- Molecular weight: 204.30 g/mol
- Maximum force: 0.039 Eh/bohr
- Energy relative to the best compared isomer or geometry (same formula, charge and spin): 9.84 kcal/mol

---

(2)
C2H4BFO | wB97M-V/def2-TZVPD

Last column: natural (NBO) charge in e.
Element x y z (Å)
B: 0.67 -0.81 1.10  0.20
C: 0.23 0.79 -1.31  0.65
C: -0.89 0.59 -0.57  -0.09
O: 1.38 0.87 -1.48  -0.39
F: -1.92 1.52 -0.38  -0.33
H: 0.81 -1.22 -0.06  -0.11
H: 0.78 0.36 1.55  -0.07
H: 0.42 -1.77 2.02  -0.08
H: -1.48 -0.33 -0.86  0.22

Output
- SMILES string: O=C=CF.B
- Electronic energy: -278.39839 Eh
- Molecular weight: 73.86 g/mol
- Maximum force: 0.071 Eh/bohr
- Energy relative to the best compared isomer or geometry (same formula, charge and spin): 95.19 kcal/mol

---

(3)
C5H13N2S | wB97M-V/def2-TZVPD

Last column: Mulliken spin population.
Element x y z (Å)
N: 0.88 -1.81 0.45  0.00
C: -0.28 -1.29 -0.28  0.01
C: -0.44 -1.94 -1.67  -0.04
S: 1.06 -1.93 -2.64  0.97
C: -0.29 0.22 -0.49  0.01
N: -0.54 1.10 0.67  0.01
C: 0.26 0.85 1.87  0.00
C: -0.39 2.47 0.23  0.00
H: 1.58 -1.09 0.58  0.00
H: 1.41 -2.44 -0.13  0.00
H: -1.14 -1.51 0.32  0.00
H: -0.69 -3.00 -1.52  0.05
H: -1.29 -1.55 -2.23  0.00
H: -1.15 0.43 -1.13  -0.01
H: 0.61 0.58 -1.02  -0.01
H: 0.69 -0.14 1.94  0.00
H: -0.36 1.02 2.75  0.00
H: 1.12 1.51 1.95  0.00
H: -0.82 2.61 -0.73  0.00
H: 0.67 2.77 0.16  0.00
H: -0.90 3.16 0.90  0.00

Output
- <S²>: 0.753
- Electronic energy: -705.92512 Eh
- Molecular weight: 133.24 g/mol
- Maximum force: 0.016 Eh/bohr
- Energy relative to the best compared isomer or geometry (same formula, charge and spin): 11.93 kcal/mol
- 2S+1: 2

---

(4)
C2H2N2O3 | wB97M-V/def2-TZVPD

Last column: natural (NBO) charge in e.
Element x y z (Å)
C: -0.49 1.27 0.30  0.14
C: -0.84 -0.08 0.43  0.11
N: -0.15 2.36 0.17  -0.24
N: 1.37 -0.53 -0.02  0.50
O: 2.14 -0.47 0.88  -0.31
O: 1.43 -0.84 -1.17  -0.34
O: -1.35 -0.79 -0.58  -0.61
H: -0.98 -0.51 1.41  0.23
H: -1.14 -0.40 -1.44  0.51

Output
- Electronic energy: -412.46223 Eh
- Molecular weight: 102.05 g/mol
- Maximum force: 0.051 Eh/bohr
- Energy relative to the best compared isomer or geometry (same formula, charge and spin): 118.44 kcal/mol

---

(5)
C21H23N3O3 | wB97M-V/def2-TZVPD

Last column: natural (NBO) charge in e.
Element x y z (Å)
C: 0.06 6.66 1.58  -0.22
H: 0.50 7.34 2.22  0.19
H: -0.73 5.97 2.21  0.16
O: 0.96 5.87 1.07  -0.45
C: 0.49 4.91 0.42  0.37
C: -0.64 4.60 -0.02  -0.42
C: -0.76 3.54 -0.84  0.00
C: -0.03 2.69 -1.41  -0.26
C: 1.32 3.07 -1.16  0.04
C: 1.65 4.10 -0.26  -0.26
H: 2.65 4.41 -0.31  0.20
C: 2.47 2.36 -1.84  -0.66
H: 3.29 3.04 -1.79  0.23
H: 2.31 1.71 -2.71  0.23
H: 2.87 1.60 -0.99  0.22
C: -0.15 1.54 -2.24  0.59
O: -0.91 1.57 -3.05  -0.49
C: 0.24 0.18 -1.64  -0.32
C: 0.39 -1.00 -2.81  -0.35
C: 0.84 -2.24 -2.21  -0.38
C: -0.55 -2.60 -1.28  -0.20
N: -0.55 -1.60 -0.39  -0.47
C: -0.99 -0.42 -0.94  -0.19
H: -1.08 0.35 -0.11  0.20
H: -2.19 -0.48 -1.59  0.16
C: -1.69 -2.20 0.74  -0.22
C: -1.09 -3.15 1.79  -0.11
C: 0.15 -3.31 1.79  -0.17
C: 0.78 -4.18 2.76  0.09
N: 1.94 -4.58 3.27  -0.05
O: 1.64 -5.67 3.91  -0.13
N: 0.33 -6.01 4.09  -0.07
C: -0.24 -5.27 3.27  0.06
C: -1.62 -5.11 3.09  -0.20
C: -2.00 -4.12 2.20  -0.16
H: -3.06 -4.20 1.69  0.23
H: -2.48 -5.91 3.41  0.24
H: 1.15 -2.53 1.46  0.25
H: -2.59 -2.47 0.19  0.21
H: -1.87 -1.21 1.19  0.22
H: -0.09 -3.68 -0.73  0.20
H: -1.13 -2.69 -2.07  0.17
H: 0.94 -2.89 -2.91  0.19
H: 1.67 -2.11 -1.40  0.20
H: 1.27 -0.46 -3.41  0.18
H: -0.38 -1.05 -3.34  0.18
H: 1.06 0.21 -0.87  0.23
H: -1.90 3.09 -0.97  0.17
H: -1.66 5.04 0.25  0.24
H: -0.58 7.31 0.69  0.16

Output
- Electronic energy: -1203.37046 Eh
- Molecular weight: 365.43 g/mol
- Maximum force: 0.266 Eh/bohr
- Energy relative to the best compared isomer or geometry (same formula, charge and spin): 472.12 kcal/mol

---

(6)
C3H3NO2 | wB97M-V/def2-TZVPD

Last column: natural (NBO) charge in e.
Element x y z (Å)
C: 0.36 -0.92 -1.08  0.64
C: -0.59 -1.39 0.18  0.62
C: 0.10 1.18 0.45  -0.45
N: 0.06 -0.18 0.03  -0.45
O: 1.01 -1.13 -2.04  -0.51
O: -1.17 -2.15 0.89  -0.52
H: 0.57 1.39 1.49  0.23
H: 0.60 1.64 -0.35  0.23
H: -0.92 1.58 0.43  0.22

Output
- SMILES string: Cn1c(=O)c1=O
- Electronic energy: -321.26544 Eh
- Molecular weight: 85.06 g/mol
- Maximum force: 0.095 Eh/bohr
- Energy relative to the best compared isomer or geometry (same formula, charge and spin): 70.41 kcal/mol